[1]
Computed, not measured: 3 unconnected molecules or ions with the total composition C4H8O, with ωB97M-V with the def2-TZVPD basis set.

Positions of all 13 atoms, in Å:
1 C -0.369 0.761 -0.876
2 C -1.017 -0.352 -0.990
3 C -1.374 0.481 0.201
4 H 0.268 1.486 -1.355
5 H -1.284 -1.206 -1.588
6 H -1.049 0.181 1.205
7 H -2.326 1.014 0.189
8 H 0.371 -1.871 0.602
9 H -0.168 -2.019 0.111
10 C 1.732 0.385 0.615
11 O 1.570 -0.543 1.370
12 H 2.235 0.274 -0.365
13 H 1.412 1.409 0.882

* charge: 0
* 2S+1: 1
* M: 72.11 g mol⁻¹
* HOMO energy: -0.3540 Eh
* lowest unoccupied orbital energy: 0.67 eV
* ΔE to the lowest compared entry with this formula, charge and spin: 113.4 kcal/mol

These are the Löwdin partial charges, in e, on atoms 1 to 6: -0.13, -0.12, -0.16, 0.10, 0.09, 0.07

[2]
Computed, not measured: a molecular structure, C33H24AsBiCl4NO3P, with ωB97M-V with the def2-TZVPD basis set.

Positions of all 68 atoms, in Å:
1 Bi 0.272 0.455 -0.478
2 Cl -6.260 -1.667 -0.418
3 C -4.573 -1.530 -0.095
4 C -4.005 -2.224 0.967
5 Cl -4.979 -3.224 1.978
6 C -2.642 -2.090 1.234
7 Cl -1.899 -2.895 2.568
8 C -1.855 -1.266 0.446
9 O -0.558 -1.046 0.735
10 C -2.421 -0.580 -0.638
11 O -1.633 0.230 -1.365
12 C -3.777 -0.710 -0.898
13 Cl -4.446 0.194 -2.200
14 O 0.977 -3.093 -2.553
15 C 1.167 -2.052 -2.063
16 N 1.417 -0.971 -1.585
17 C 0.303 -0.235 3.913
18 C 1.578 -0.587 4.672
19 As 1.409 -2.104 5.935
20 C -0.408 -1.703 6.547
21 C -0.538 -0.973 7.725
22 C -1.789 -0.577 8.181
23 C -2.927 -0.917 7.464
24 C -2.810 -1.654 6.292
25 C -1.559 -2.043 5.835
26 C 1.005 -3.530 4.668
27 C 0.304 -4.645 5.129
28 C 0.083 -5.734 4.301
29 C 0.578 -5.733 3.002
30 C 1.290 -4.637 2.541
31 C 1.499 -3.541 3.369
32 P 0.591 1.059 2.653
33 C 1.239 2.480 3.604
34 C 2.492 2.992 3.282
35 C 3.024 4.059 3.998
36 C 2.303 4.614 5.043
37 C 1.052 4.105 5.373
38 C 0.522 3.045 4.657
39 C -1.106 1.655 2.289
40 C -1.245 2.828 1.536
41 C -2.492 3.250 1.105
42 C -3.625 2.510 1.422
43 C -3.502 1.359 2.183
44 C -2.251 0.929 2.608
45 H -0.467 0.098 4.612
46 H -0.090 -1.103 3.373
47 H 1.906 0.261 5.276
48 H 2.407 -0.823 4.001
49 H 0.348 -0.713 8.294
50 H -1.875 -0.009 9.099
51 H -3.904 -0.614 7.819
52 H -3.695 -1.925 5.730
53 H -1.480 -2.611 4.916
54 H -0.080 -4.659 6.143
55 H -0.473 -6.587 4.669
56 H 0.407 -6.581 2.353
57 H 1.675 -4.625 1.530
58 H 2.050 -2.693 2.981
59 H 3.055 2.549 2.468
60 H 3.998 4.452 3.738
61 H 2.712 5.444 5.603
62 H 0.490 4.540 6.190
63 H -0.459 2.657 4.911
64 H -0.366 3.423 1.306
65 H -2.581 4.156 0.519
66 H -4.598 2.830 1.073
67 H -4.380 0.776 2.435
68 H -2.172 0.015 3.185

* charge: 0
* 2S+1: 1
* M: 939.25 g mol⁻¹
* HOMO energy: -0.3027 Eh
* lowest unoccupied orbital energy: -0.45 eV
* ΔE to the lowest compared entry with this formula, charge and spin: 6.7 kcal/mol

These are the Löwdin partial charges, in e, on atoms 1 to 6: 1.77, 0.68, -0.71, -0.71, 0.68, -0.59